No. 1
C34H71FN6OP | ωB97M-V/def2-TZVPD

Computed properties:
Net charge: +1
HOMO-LUMO gap: 0.1967 Eh
HOMO: -10.2 eV
2S+1: 1
Lowest unoccupied orbital energy: -4.812 eV

Geometry (Å):
C 2.348 -0.291 3.280
C 1.484 0.162 4.529
C 1.445 1.722 4.785
C 1.284 2.616 3.493
C -0.259 2.928 3.155
C -0.750 1.794 2.182
N -2.230 1.656 2.008
C -2.765 2.336 0.795
C -2.272 3.819 0.599
C -1.095 3.884 -0.480
C -0.038 5.022 -0.194
N 1.323 4.696 -0.625
C 2.488 5.343 -0.155
C 3.693 4.840 -0.787
C 3.243 3.768 -1.754
C 1.791 3.779 -1.563
C -2.671 0.290 2.082
N -2.580 -0.650 0.979
F -3.540 -0.455 0.014
C -1.229 -0.882 0.452
C -1.232 -1.823 -0.843
C -1.511 -1.029 -2.179
N -0.974 0.283 -2.501
O -2.265 -1.543 -2.971
N -3.247 -0.204 3.149
P -3.770 -1.940 3.168
N -3.626 -2.566 4.623
C -3.548 0.612 4.381
C -2.277 0.987 5.220
C -4.566 1.792 4.064
C -3.999 3.256 4.112
H 2.549 -1.390 3.364
H 1.737 -0.056 2.356
H 3.288 0.327 3.231
H 0.474 -0.328 4.444
H 1.967 -0.299 5.443
H 0.566 1.910 5.477
H 2.352 2.018 5.390
H 1.721 3.627 3.755
H 1.855 2.259 2.598
H -0.778 2.966 4.144
H -0.248 3.958 2.703
H -0.178 1.898 1.213
H -0.383 0.817 2.629
H -2.468 1.728 -0.109
H -3.894 2.325 0.868
H -2.039 4.369 1.545
H -3.134 4.375 0.124
H -0.596 2.889 -0.643
H -1.576 4.140 -1.472
H -0.359 5.933 -0.784
H -0.092 5.324 0.885
H 2.562 6.164 0.594
H 4.750 5.158 -0.658
H 3.852 3.142 -2.441
H 1.169 3.094 -2.183
H -0.535 -1.265 1.255
H -0.830 0.115 0.078
H -0.212 -2.280 -0.924
H -2.046 -2.579 -0.650
H -1.492 1.029 -2.032
H 0.033 0.352 -2.333
H -5.141 -1.981 2.796
H -2.943 -2.744 2.332
H -4.560 -2.859 4.928
H -4.141 -0.098 5.034
H -2.162 0.195 6.022
H -2.333 1.961 5.766
H -1.310 0.971 4.655
H -5.475 1.696 4.726
H -4.955 1.616 3.014
H -4.226 3.751 5.101
H -2.922 3.374 3.847
H -4.577 3.864 3.350
C -2.929 -9.302 -0.676
C -2.141 -8.309 -1.523
C -1.998 -6.936 -0.866
C -3.312 -6.192 -0.618
C -4.170 -5.950 -1.860
C -3.485 -5.074 -2.902
H -3.958 -8.972 -0.518
H -2.968 -10.274 -1.174
H -2.458 -9.443 0.300
H -2.606 -8.216 -2.509
H -1.140 -8.716 -1.693
H -1.341 -6.318 -1.487
H -1.480 -7.054 0.093
H -3.079 -5.225 -0.153
H -3.908 -6.741 0.119
H -5.098 -5.459 -1.549
H -4.465 -6.901 -2.314
H -3.221 -4.101 -2.481
H -4.155 -4.903 -3.748
H -2.578 -5.540 -3.291
C 4.173 0.547 -4.496
C 5.546 -0.062 -4.749
C 6.687 0.742 -4.125
C 6.850 2.167 -4.661
C 7.068 2.275 -6.170
C 8.347 1.595 -6.644
H 4.081 1.538 -4.947
H 3.394 -0.086 -4.930
H 3.977 0.634 -3.423
H 5.704 -0.180 -5.825
H 5.563 -1.071 -4.325
H 7.622 0.191 -4.265
H 6.532 0.796 -3.041
H 7.696 2.634 -4.146
H 5.970 2.761 -4.390
H 7.120 3.335 -6.436
H 6.210 1.865 -6.712
H 9.222 2.020 -6.146
H 8.472 1.734 -7.720
H 8.329 0.520 -6.452

No. 2
CH4NOS | ωB97M-V/def2-TZVPD

Computed properties:
Net charge: -1
HOMO-LUMO gap (spin up / spin down): 0.1559 / 0.1018 Eh
HOMO (spin up / spin down): -2.3 / -2.3 eV
2S+1: 1
Lowest unoccupied orbital energy (spin up / spin down): 1.933 / 0.459 eV

Geometry (Å):
C -0.690 -0.141 -1.009
N -0.829 -1.724 -1.982
O -1.822 -2.193 -2.568
S 1.575 3.296 5.511
H 0.428 -0.088 -0.736
H -0.869 0.657 -1.807
H 0.110 -2.337 -1.894
H 2.098 2.530 4.485

No. 3
C44H57BrCl3KN9O6S | ωB97M-V/def2-TZVPD

Computed properties:
Net charge: -1
HOMO-LUMO gap: 0.2590 Eh
HOMO: -5.1 eV
2S+1: 1
Lowest unoccupied orbital energy: 1.927 eV

Geometry (Å):
K 0.420 -1.748 -0.464
Cl -3.504 -5.023 -6.532
C -2.781 -4.771 -4.984
C -3.656 -4.495 -3.907
C -3.178 -4.088 -2.674
C -1.818 -3.966 -2.312
O -1.442 -3.631 -1.148
C -0.953 -4.224 -3.454
C 0.470 -3.883 -3.436
O 1.076 -3.317 -2.516
C -1.419 -4.717 -4.736
H -4.706 -4.482 -4.159
H -3.856 -3.896 -1.857
H 0.964 -4.061 -4.421
H -0.740 -4.893 -5.527
C -3.576 -2.660 2.869
C -3.134 -1.487 1.998
C -3.977 -0.666 1.197
C -3.455 0.380 0.458
C -2.080 0.543 0.530
Br -1.189 1.753 -0.650
N -1.271 -0.165 1.249
C -1.800 -1.180 1.990
H -3.319 -3.656 2.413
H -4.635 -2.613 3.045
H -3.030 -2.596 3.839
H -5.067 -0.815 1.251
H -4.152 0.894 -0.258
H -1.072 -1.772 2.496
N 1.528 3.673 0.988
C 1.713 4.708 0.141
C 2.661 4.328 -0.804
N 2.924 2.993 -0.588
C 2.252 2.628 0.478
H 0.995 3.565 1.804
H 1.185 5.609 0.299
H 3.051 4.870 -1.646
H 2.159 1.683 0.907
O -0.895 -4.134 1.652
H 0.070 -4.109 1.572
H -1.181 -3.978 0.737
C 6.183 0.785 -2.223
C 5.136 0.297 -1.187
S 3.498 0.015 -1.949
O 2.652 -0.700 -0.945
C 3.810 -1.125 -3.331
C 4.810 -2.254 -3.050
H 7.229 0.884 -1.754
H 5.928 1.743 -2.655
H 6.124 0.046 -3.021
H 4.895 1.078 -0.455
H 5.470 -0.639 -0.666
H 4.053 -0.426 -4.127
H 2.826 -1.499 -3.541
H 5.800 -1.859 -3.043
H 4.676 -2.995 -3.848
H 4.513 -2.750 -2.096
Cl -4.445 0.835 4.427
C -4.411 2.158 3.385
C -5.557 2.428 2.679
C -5.541 3.434 1.702
C -4.408 4.114 1.447
C -3.232 3.825 2.141
Cl -1.834 4.605 1.445
C -3.197 2.840 3.144
N -1.977 2.451 3.711
C -0.957 3.361 4.114
C -1.301 4.681 4.509
C -0.375 5.603 4.802
C 0.998 5.306 4.787
C 1.267 4.006 4.445
C 0.384 2.991 4.153
C 0.921 1.641 3.801
C 0.397 0.369 4.546
O -0.846 0.284 4.726
O 1.304 -0.411 4.930
H -6.399 1.774 2.865
H -6.488 3.762 1.303
H -4.383 5.010 0.797
H -1.852 1.510 4.161
H -2.401 4.878 4.554
H -0.736 6.575 5.141
H 1.800 6.023 4.993
H 2.287 3.656 4.424
H 1.983 1.728 3.818
H 0.547 1.362 2.768
C 3.985 -2.613 5.010
C 3.453 -2.936 3.638
C 3.859 -3.860 2.658
C 2.940 -3.741 1.578
N 1.954 -2.905 1.932
N 2.337 -2.370 3.090
C 2.991 -4.483 0.256
H 4.202 -3.464 5.635
H 3.221 -2.147 5.633
H 4.878 -1.944 4.961
H 4.803 -4.463 2.487
H 1.773 -1.683 3.574
H 3.972 -4.468 -0.186
H 2.251 -4.046 -0.398
H 2.671 -5.528 0.300
C -0.749 2.556 -5.143
N -0.587 1.874 -3.817
C 0.599 2.278 -3.095
C -0.925 0.536 -3.676
N -0.079 -0.428 -3.448
N -2.232 0.277 -3.952
C -2.743 -1.096 -3.840
C -3.217 1.260 -3.768
H 0.202 2.578 -5.661
H -1.159 3.551 -5.102
H -1.478 2.004 -5.726
H 0.516 3.287 -2.717
H 1.430 2.191 -3.798
H 0.771 1.587 -2.258
H 0.829 -0.046 -3.293
H -3.400 -1.160 -2.902
H -1.955 -1.845 -3.795
H -3.249 -1.314 -4.814
H -2.919 2.290 -3.874
H -3.655 1.194 -2.698
H -4.017 1.072 -4.454

No. 4
C31H58F9N2O7 | ωB97M-V/def2-TZVPD

Computed properties:
Net charge: +1
HOMO-LUMO gap: 0.2643 Eh
HOMO: -9.1 eV
2S+1: 1
Lowest unoccupied orbital energy: -1.941 eV

Geometry (Å):
C -1.266 4.064 0.703
C 0.303 4.045 1.147
C 0.767 2.641 1.250
N 2.272 2.553 1.906
C 2.274 2.818 3.304
C 3.514 2.776 4.096
C 4.033 1.319 3.858
C 4.078 0.849 2.356
C 2.655 1.132 1.777
C 3.221 3.399 1.153
H -1.374 3.823 -0.378
H -1.643 5.079 0.666
H -1.742 3.506 1.163
H 0.529 4.804 2.022
H 0.974 4.244 0.288
H 0.971 2.019 0.370
H 0.037 1.984 1.806
H 1.540 2.543 3.966
H 2.117 3.907 3.247
H 3.346 3.038 5.265
H 4.374 3.334 3.770
H 3.407 0.772 4.680
H 5.012 1.116 4.339
H 4.153 -0.341 2.421
H 4.951 1.249 1.751
H 1.873 0.662 2.238
H 2.575 0.658 0.787
H 3.002 3.384 0.257
H 4.182 3.292 0.975
H 3.281 4.411 1.398
C 1.337 -0.860 -3.724
C 1.283 -2.248 -3.058
C 2.220 -2.172 -1.748
N 2.205 -3.331 -0.942
C 2.677 -4.523 -1.636
C 2.943 -5.855 -0.905
C 3.828 -5.590 0.363
C 3.213 -4.482 1.185
C 2.896 -3.149 0.350
C 0.754 -3.593 -0.393
H 0.960 -0.003 -3.048
H 0.685 -0.808 -4.532
H 2.498 -0.554 -3.821
H 1.499 -3.097 -3.852
H 0.282 -2.497 -2.862
H 2.034 -1.177 -1.021
H 3.165 -1.833 -2.039
H 3.694 -4.273 -2.012
H 2.194 -4.980 -2.451
H 3.451 -6.567 -1.505
H 1.935 -6.244 -0.672
H 4.835 -5.252 0.002
H 3.913 -6.462 0.822
H 3.854 -4.110 1.859
H 2.217 -4.695 1.857
H 3.668 -2.620 0.135
H 2.558 -2.296 0.831
H 0.095 -3.686 -1.179
H 0.444 -3.005 0.511
H 0.605 -4.694 0.007
C -0.729 -0.369 -0.143
O 0.024 -0.144 0.999
H -0.545 0.422 -0.880
H -1.735 -0.440 0.032
H -0.570 -1.155 -0.866
C -4.351 0.161 2.182
C -2.917 0.705 2.676
O -3.318 1.678 3.555
C -2.474 2.509 4.157
O -1.232 2.489 4.085
C -3.230 3.665 4.919
F -2.627 4.097 6.079
F -3.538 4.703 4.199
F -4.408 3.099 5.286
H -5.034 0.970 1.736
H -4.855 -0.155 3.120
H -4.025 -0.631 1.429
H -2.345 0.825 1.774
H -2.277 0.203 3.214
C -5.342 -0.578 -1.014
C -4.175 -1.487 -1.413
O -4.683 -2.550 -2.096
C -3.876 -3.513 -2.584
O -2.670 -3.618 -2.550
C -4.767 -4.585 -3.331
F -5.478 -3.975 -4.218
F -3.941 -5.464 -4.010
F -5.574 -5.289 -2.592
H -4.834 0.364 -0.580
H -6.088 -0.931 -0.331
H -5.694 -0.319 -2.040
H -3.584 -1.877 -0.614
H -3.520 -0.992 -2.067
C -3.383 2.353 -2.564
C -2.264 2.140 -3.689
O -1.135 2.890 -3.303
C -0.073 2.815 -4.037
O 0.093 2.042 -4.952
C 1.006 3.728 -3.413
F 2.046 2.857 -3.074
F 1.479 4.614 -4.396
F 0.626 4.330 -2.374
H -4.405 1.974 -2.868
H -3.700 3.334 -2.447
H -3.019 1.602 -1.799
H -2.497 2.079 -4.679
H -1.732 1.020 -3.623

No. 5
C6H8N2O | ωB97M-V/def2-TZVPD

Computed properties:
Net charge: 0
HOMO-LUMO gap: 0.3499 Eh
HOMO: -8.7 eV
SMILES: CC(=O)c1nccn1C
2S+1: 1
Lowest unoccupied orbital energy: 0.818 eV

Geometry (Å):
C 0.957 -1.085 2.261
C 0.883 -0.893 0.770
O 1.474 -1.631 -0.018
C 0.105 0.259 0.214
N -0.274 1.340 0.912
C -1.083 2.040 0.092
C -1.243 1.255 -1.035
N -0.565 0.236 -0.981
C -0.394 -0.844 -2.043
H 1.736 -1.681 2.242
H 0.137 -1.645 2.623
H 1.205 -0.292 2.554
H -1.573 3.007 0.475
H -1.739 1.718 -1.939
H 0.691 -1.079 -2.375
H -0.943 -0.539 -2.988
H -0.782 -1.862 -1.515

No. 6
C32H32MoN7O3S | ωB97M-V/def2-TZVPD

Computed properties:
Net charge: +3
HOMO-LUMO gap (spin up / spin down): 0.2397 / 0.2010 Eh
HOMO (spin up / spin down): -15.5 / -15.4 eV
2S+1: 3
Lowest unoccupied orbital energy (spin up / spin down): -8.967 / -9.957 eV

Geometry (Å):
Mo 0.344 0.298 0.477
C 3.419 0.509 3.583
C 2.693 0.535 2.289
N 1.608 -0.188 2.064
N 1.201 -1.057 2.948
C 0.128 -1.703 2.536
O -0.384 -1.303 1.420
C -0.340 -2.857 3.279
C 0.152 -3.099 4.573
C -0.168 -4.272 5.223
C -0.971 -5.220 4.595
C -1.481 -4.974 3.321
C -1.184 -3.795 2.670
C 3.114 1.229 1.115
C 4.328 1.926 1.009
C 4.763 2.347 -0.229
C 3.972 2.049 -1.344
C 2.760 1.416 -1.164
N 2.288 1.043 0.039
H 2.778 0.077 4.348
H 3.731 1.511 3.876
H 4.314 -0.114 3.517
H 0.769 -2.350 5.044
H 0.211 -4.453 6.219
H -1.190 -6.153 5.093
H -2.102 -5.710 2.836
H -1.570 -3.603 1.681
H 4.917 2.079 1.899
H 5.707 2.858 -0.350
H 4.310 2.291 -2.338
H 2.134 1.168 -2.013
O -5.606 -2.243 -1.874
C -5.630 -1.386 -0.772
C -4.282 -0.773 -0.592
C -4.014 0.189 0.386
C -2.720 0.626 0.565
N -1.679 0.192 -0.161
C -1.934 -0.703 -1.140
C -3.211 -1.188 -1.381
C -0.752 -1.213 -1.835
C -0.823 -1.969 -2.998
C 0.333 -2.506 -3.560
C 0.272 -3.301 -4.821
O -1.001 -3.211 -5.385
C 1.532 -2.291 -2.873
C 1.534 -1.517 -1.734
N 0.430 -0.938 -1.225
H -6.478 -2.625 -2.026
H -5.884 -1.931 0.153
H -6.382 -0.589 -0.882
H -4.794 0.581 1.017
H -2.500 1.341 1.348
H -3.396 -1.927 -2.141
H -1.758 -2.162 -3.498
H 0.528 -4.344 -4.560
H 1.054 -2.949 -5.510
H -1.051 -3.745 -6.184
H 2.448 -2.732 -3.230
H 2.459 -1.355 -1.194
C 0.490 6.759 -0.002
C 0.254 5.319 -0.174
C 0.278 4.677 -1.401
C 0.119 3.288 -1.477
N 0.052 2.553 -0.359
C -0.022 3.183 0.829
S -0.141 2.206 2.193
N 0.024 4.540 0.909
C 0.011 2.617 -2.792
H -0.060 7.339 -0.742
H 1.550 6.972 -0.178
H 0.238 7.121 0.991
H 0.423 5.251 -2.300
H -0.088 4.960 1.830
H -0.774 3.094 -3.381
H -0.222 1.558 -2.685
H 0.928 2.747 -3.368

No. 7
C4H4FNOS | ωB97M-V/def2-TZVPD

Computed properties:
Net charge: 0
HOMO-LUMO gap: 0.3241 Eh
HOMO: -9.6 eV
SMILES: O=C(/C=C\F)/C=N\S
2S+1: 1
Lowest unoccupied orbital energy: -0.752 eV

Geometry (Å):
O 0.167 -1.984 -0.251
C -0.204 -0.787 -0.097
C -0.015 -0.043 1.145
C 0.653 -0.631 2.158
F 0.918 -1.952 2.156
C -0.956 -0.213 -1.336
N -0.854 0.837 -2.069
S 0.451 2.019 -1.436
H -0.123 1.165 0.978
H 0.954 -0.247 3.167
H -1.729 -0.839 -1.655
H 0.739 2.674 -2.761

Number 1: DFT total energy -59390.784 eV. Number 2: DFT total energy -15469.211 eV. Number 3: DFT total energy -207022.223 eV. Number 4: DFT total energy -74836.785 eV. Number 5: DFT total energy -11376.363 eV. Number 6: DFT total energy -62946.533 eV. Number 7: DFT total energy -21299.587 eV.